# C4H10NO2S

A cluster of 3 separate species, C4H10NO2S in total (the ωB97M-V functional and the def2-TZVPD basis, OMol25).

The spin multiplicity is 3. The expectation value of S² is 2.014. Its frontier orbital gap (alpha / beta) is 0.303 / 0.268 Eh. The total charge is +1.

```
18
Properties=species:S:1:pos:R:3:lowdin_spin:R:1
C -0.84673 -2.04155 0.15772 0.004
C 0.03110 0.80430 -1.74223 0.003
C 1.05379 0.80866 1.71435 0.000
C 0.21421 -0.63585 -1.55605 0.006
N -0.32643 -1.34609 -0.68879 0.062
O -0.27371 -4.15647 0.20661 0.567
O 0.96983 -3.59409 -1.77239 0.535
S 0.55429 -4.66184 -0.91644 0.814
H -0.28566 -2.08669 1.11596 0.003
H -1.86510 -2.43498 -0.14719 0.003
H 0.96478 1.32348 -1.45629 0.000
H -0.24430 1.01260 -2.81768 0.000
H -0.65181 1.17776 -1.07460 0.000
H 1.67249 0.21794 1.04329 0.000
H 1.18469 0.59427 2.79692 0.000
H -0.01566 0.58551 1.40792 0.000
H 1.10440 -1.03351 -2.03411 0.004
H 1.16341 1.95194 1.50732 0.000
```

***

# C4H10NO3

A cluster of 2 separate species, C4H10NO3 in total (the ωB97M-V functional and the def2-TZVPD basis, OMol25).

Its frontier orbital gap is 0.298 Eh. The total charge is -1.

```
18
Properties=species:S:1:pos:R:3:mulliken_charge:R:1
C 0.21309 0.97228 2.04375 -0.788
N 0.92916 0.46842 0.90673 -0.376
C 1.45560 1.63255 -1.23493 -1.372
C 0.41103 0.84066 -0.40776 0.386
C -0.35202 -0.33474 -1.15368 0.313
O -0.22982 -0.32336 -2.39052 -0.739
O -1.09543 -0.93342 -0.33990 -0.669
H 0.72712 1.85823 2.44523 0.291
H -0.09840 0.19449 2.76244 0.327
H -0.72857 1.42639 1.71068 0.261
H 1.11090 -0.52848 0.93886 0.337
H 1.81131 2.52942 -0.74508 0.383
H 2.24475 0.86748 -1.41971 0.248
H 0.96373 1.79161 -2.19535 0.351
H -0.39666 1.56608 -0.31225 0.033
H -0.39487 -1.97284 1.52657 0.276
H -1.86238 -1.83721 1.08697 0.435
O -1.26701 -2.32752 1.72294 -0.697
```

***

# C4H10NO3

A structure of composition C4H10NO3 (the ωB97M-V functional and the def2-TZVPD basis, OMol25).

Its frontier orbital gap is 0.194 Eh. The total charge is -1.

```
18
Properties=species:S:1:pos:R:3:mulliken_charge:R:1
C 0.78376 0.47945 -1.97475 -1.111
C 0.94218 -0.14719 -0.75711 0.196
N -0.02928 -0.49075 0.11791 0.169
C -1.42756 -0.09980 -0.14854 -0.440
C -2.20905 0.03407 1.14496 -0.455
O -3.52146 0.26826 0.91003 -0.880
O 2.21995 -1.06764 -0.23057 -0.671
H 0.42059 -0.06328 -2.84724 0.275
H 1.05700 1.49676 -2.16172 0.271
H 1.58865 -1.10418 -1.10529 0.336
H 0.08013 -1.48448 0.29937 0.305
H -1.99704 -0.80521 -0.78169 0.245
H -1.37228 0.85440 -0.68597 0.352
H -1.74764 0.91469 1.64787 0.137
H -2.00447 -0.81673 1.84132 0.205
H 1.97110 1.21644 1.98121 0.304
H 2.48352 0.07624 1.04584 0.462
O 2.76190 0.73896 1.70438 -0.700
```

***

# C4H10NO3

A cluster of 2 separate species, C4H10NO3 in total (the ωB97M-V functional and the def2-TZVPD basis, OMol25).

Its frontier orbital gap is 0.257 Eh. The total charge is -1.

```
18
Properties=species:S:1:pos:R:3:mulliken_charge:R:1
C -0.22012 0.24801 -0.96344 -0.734
C -1.02307 0.60400 0.27265 0.053
C -2.48100 0.97183 0.15015 -0.156
O -3.08772 1.74476 0.82611 -0.521
N 0.99587 -0.52267 -0.53920 -0.303
C 0.77667 -1.94524 0.32390 -0.116
O 1.23740 -2.92736 -0.39744 -0.838
H 0.02901 1.19283 -1.62321 0.214
H -0.86784 -0.25701 -1.74098 0.393
H -0.43213 1.22404 0.93222 0.337
H -0.95670 -0.32665 0.88974 -0.040
H -2.85152 0.64535 -0.75015 0.396
H 1.46788 -0.84126 -1.34373 0.147
H 1.48241 -1.62965 1.09917 0.143
H -0.33954 -1.97298 0.63781 0.100
H 1.70819 1.37237 0.10247 0.367
H 2.48864 0.72392 1.14161 0.332
O 2.07356 1.69572 0.98231 -0.776
```

***

One value per record, in order, for molecular weight: 136.2 120.1 120.1 120.1 g/mol.